Density functional theory data (the ωB97M-V functional and the def2-TZVPD basis) for C4H7O3Pm as an isolated structure.

Summary:
<S²>   8.76
Largest force on an atom   3.66 eV/Å
HOMO level (alpha / beta)   -11.728 / -12.353 eV
Total charge   +1
2S+1   6
LUMO energy (alpha / beta)   -4.9 / -4.9 eV
Energy relative to the best compared isomer or geometry (same formula, charge and spin)   64.9 kJ/mol
E   -26950.197 eV

Each line ends with the Mulliken spin population.
CARTESIAN COORDINATES (ANGSTROEM)
H1 -0.036 -2.502 -0.859  -0.001
O1 0.814 0.095 0.143  0.000
C1 0.244 -0.943 0.700  -0.007
O2 0.705 -1.314 1.783  0.000
Pm1 -0.727 -3.223 3.025  5.034
O3 -1.371 -2.418 0.847  -0.018
C2 -0.673 -1.870 -0.206  -0.005
H2 -1.364 -1.217 -0.780  -0.002
C3 0.048 1.040 -0.636  -0.001
H3 0.014 0.690 -1.675  0.000
H4 -0.977 1.066 -0.242  0.000
C4 0.711 2.390 -0.535  0.000
H5 0.567 2.830 0.460  0.000
H6 1.786 2.317 -0.747  0.000
H7 0.257 3.060 -1.278  0.000

Cartesian forces (eV/Å) of the 2 atoms listed first:
-0.33 0.14 0.36
0.12 0.93 0.75

Density functional theory data (the ωB97M-V functional and the def2-TZVPD basis) for an isolated ion of composition C4H7O4S and charge -1.

Summary:
<S²>   2.01
Largest force on an atom   8.52 eV/Å
HOMO level (alpha / beta)   -1.012 / -5.127 eV
Total charge   -1
2S+1   3
LUMO energy (alpha / beta)   3.9 / 1.5 eV
Energy relative to the best compared isomer or geometry (same formula, charge and spin)   90.5 kJ/mol
E   -23283.088 eV

Each line ends with the natural charge from an NBO analysis.
CARTESIAN COORDINATES (ANGSTROEM)
C1 1.399 -1.185 1.841  -0.360
C2 1.207 -0.827 0.576  -0.330
C3 -1.460 -0.217 -1.835  -0.271
C4 -0.061 -0.399 0.036  -0.067
O1 1.305 2.023 -0.416  -0.986
O2 0.162 1.784 1.742  -1.001
O3 -1.135 2.219 -0.289  -0.994
O4 -0.241 -0.690 -1.318  -0.527
S1 0.090 1.653 0.290  2.291
H1 2.381 -1.405 2.227  0.159
H2 0.585 -1.226 2.544  0.160
H3 2.035 -0.775 -0.117  0.195
H4 -2.309 -0.700 -1.328  0.147
H5 -1.473 -0.486 -2.892  0.170
H6 -1.549 0.867 -1.710  0.232
H7 -0.937 -0.636 0.647  0.183

Cartesian forces (eV/Å) of the 2 atoms listed first:
0.97 -1.87 7.18
-2.21 2.03 -7.97

Density functional theory data (the ωB97M-V functional and the def2-TZVPD basis) for one molecule with the formula C4H7OP.

Summary:
Largest force on an atom   4.85 eV/Å
HOMO level   -9.241 eV
Total charge   0
LUMO energy   0.8 eV
Energy relative to the best compared isomer or geometry (same formula, charge and spin)   355.3 kJ/mol
E   -15593.755 eV

Each line ends with the natural charge from an NBO analysis.
CARTESIAN COORDINATES (ANGSTROEM)
C1 1.457 -2.333 0.134  -0.232
C2 0.866 -1.308 0.369  -0.015
C3 0.419 0.067 0.485  0.036
C4 0.864 0.916 -0.664  -0.626
O1 -1.179 -0.086 0.619  -0.819
P1 -2.196 0.926 -0.335  0.611
H1 1.774 -3.372 0.236  0.245
H2 0.727 0.412 1.397  0.204
H3 0.528 0.372 -1.660  0.227
H4 1.894 0.917 -0.546  0.231
H5 0.262 1.863 -0.652  0.226
H6 -3.008 -0.155 -0.106  -0.021
H7 -2.408 1.781 0.726  -0.067

Cartesian forces (eV/Å) of the 2 atoms listed first:
-0.46 -1.00 0.87
0.90 -0.21 -0.63

Density functional theory data (the ωB97M-V functional and the def2-TZVPD basis) for C4H7OSr as an isolated structure.

Summary:
Largest force on an atom   3.45 eV/Å
HOMO level (alpha / beta)   -10.523 / -10.723 eV
Total charge   +1
LUMO energy (alpha / beta)   -5.1 / -5.0 eV
Energy relative to the best compared isomer or geometry (same formula, charge and spin)   319.8 kJ/mol
E   -7133.164 eV

Each line ends with the natural charge from an NBO analysis.
CARTESIAN COORDINATES (ANGSTROEM)
C1 -0.532 1.115 0.280  -0.459
C2 0.234 0.139 -0.598  -0.467
C3 0.998 -0.945 -0.088  0.163
O1 2.342 -1.013 -0.139  -0.917
Sr1 3.024 0.425 -1.568  1.761
H1 -0.015 1.470 1.183  0.221
H2 0.263 0.336 -1.679  0.173
H3 -1.009 1.883 -0.343  0.229
H4 0.616 -1.969 -0.189  0.197
C4 -1.400 -0.088 0.615  -0.548
H5 -1.729 -0.055 1.659  0.223
H6 -2.285 -0.178 -0.026  0.239
H7 -0.506 -1.117 0.892  0.186

Cartesian forces (eV/Å) of the 2 atoms listed first:
-0.26 -2.07 -0.99
1.72 2.46 -0.59

Density functional theory data (the ωB97M-V functional and the def2-TZVPD basis) for a 2-piece molecular cluster, C4H7P overall.

Summary:
Largest force on an atom   4.77 eV/Å
HOMO level   -9.188 eV
Total charge   0
LUMO energy   0.2 eV
Energy relative to the best compared isomer or geometry (same formula, charge and spin)   300.0 kJ/mol
E   -13546.164 eV

Each line ends with the natural charge from an NBO analysis.
CARTESIAN COORDINATES (ANGSTROEM)
C1 -1.463 -0.103 -0.034  -0.633
C2 1.119 -0.543 0.034  -0.427
C3 0.914 0.984 -0.040  -0.435
C4 -0.126 0.070 0.592  -0.244
P1 -2.556 -1.119 0.609  0.457
H1 -1.730 0.696 -0.860  0.244
H2 1.166 -1.014 -1.023  0.220
H3 1.715 -0.999 0.838  0.225
H4 1.538 1.797 0.416  0.230
H5 0.622 1.312 -1.082  0.209
H6 0.083 -0.137 2.013  0.204
H7 -3.583 -0.962 -0.422  -0.051

Cartesian forces (eV/Å) of the 2 atoms listed first:
0.49 2.86 -1.09
0.77 -0.01 -1.79

Density functional theory data (the ωB97M-V functional and the def2-TZVPD basis) for a 2-piece molecular cluster, C4H7P overall.

Summary:
Largest force on an atom   4.15 eV/Å
HOMO level   -8.538 eV
Total charge   0
LUMO energy   0.2 eV
Energy relative to the best compared isomer or geometry (same formula, charge and spin)   598.6 kJ/mol
E   -13543.070 eV

Each line ends with the natural charge from an NBO analysis.
CARTESIAN COORDINATES (ANGSTROEM)
C1 0.679 -0.022 0.848  -0.702
C2 0.195 -1.355 0.910  -0.304
P1 -1.380 -1.377 1.492  0.344
H1 0.858 -0.282 1.930  0.296
H2 1.657 0.173 0.504  0.216
H3 0.075 0.902 0.571  0.203
H4 -1.862 -0.173 0.846  -0.074
H5 -1.844 -2.214 0.451  0.016
C3 0.283 1.658 -1.808  -0.240
C4 0.491 0.489 -2.036  -0.213
H6 -0.005 2.579 -1.324  0.239
H7 0.852 -0.379 -2.384  0.218

Cartesian forces (eV/Å) of the 2 atoms listed first:
-0.10 1.08 -0.36
1.88 0.05 -0.72

Density functional theory data (the ωB97M-V functional and the def2-TZVPD basis) for one molecule with the formula C4H7P.

Summary:
Largest force on an atom   6.91 eV/Å
HOMO level   -8.520 eV
Total charge   0
LUMO energy   1.0 eV
Energy relative to the best compared isomer or geometry (same formula, charge and spin)   158.9 kJ/mol
E   -13547.627 eV

Each line ends with the natural charge from an NBO analysis.
CARTESIAN COORDINATES (ANGSTROEM)
C1 -0.797 1.622 2.413  -0.173
C2 -0.209 0.971 1.501  -0.418
P1 0.851 -0.087 0.656  0.825
C3 0.900 0.799 -0.913  -0.938
C4 -0.377 -1.450 0.296  -0.934
H1 -1.520 2.087 2.971  0.223
H2 0.008 1.427 -0.919  0.234
H3 0.878 0.218 -1.826  0.240
H4 1.715 1.446 -0.929  0.232
H5 -0.116 -2.414 -0.184  0.246
H6 -1.308 -0.925 -0.098  0.226
H7 -0.730 -1.727 1.305  0.237

Cartesian forces (eV/Å) of the 2 atoms listed first:
3.11 -3.57 -5.03
-2.90 3.15 4.89

Density functional theory data (the ωB97M-V functional and the def2-TZVPD basis) for one molecule with the formula C4H7P.

Summary:
Largest force on an atom   2.96 eV/Å
HOMO level   -8.741 eV
Total charge   0
LUMO energy   0.5 eV
Energy relative to the best compared isomer or geometry (same formula, charge and spin)   171.4 kJ/mol
E   -13547.497 eV

Each line ends with the natural charge from an NBO analysis.
CARTESIAN COORDINATES (ANGSTROEM)
H1 -2.192 2.493 1.314  -0.050
P1 -0.964 1.990 1.776  0.340
C1 -0.684 0.949 0.448  -0.511
C2 0.506 0.049 0.352  -0.294
C3 0.131 -1.306 -0.242  -0.397
C4 1.043 -0.447 -1.004  -0.413
H2 -1.392 1.034 -0.489  0.224
H3 1.043 -0.019 1.265  0.234
H4 -0.880 -1.367 -0.671  0.207
H5 0.533 -2.291 0.086  0.218
H6 2.056 -0.812 -0.826  0.214
H7 0.799 -0.273 -2.010  0.229

Cartesian forces (eV/Å) of the 2 atoms listed first:
-0.20 0.16 -0.14
0.42 -1.15 -0.89

- Look up the largest force on an atom of the eighth one.
  2.96 eV/Å